Record 1
Density functional theory data (wB97M-V/def2-TZVPD) for C16H29ClNO14S3 as an isolated structure at a distorted geometry.

## Properties
calculated total energy = -3389.99232 a.u.
orbital gap = 8.04 eV
HOMO level = -5.80 eV
LUMO = 2.2 eV
net charge = -1
multiplicity = 1
maximum force = 1.4 eV/A

Each line ends with the Mulliken charge.
CARTESIAN COORDINATES (ANGSTROEM)
C1 -4.962 1.619 0.241  -0.9928
C2 -5.131 0.578 1.356  -0.3985
O1 -3.950 0.209 2.024  -0.2385
C3 -3.141 1.298 2.390  -0.6315
C4 -2.006 0.776 3.324  0.2195
O2 -1.969 -0.653 3.375  -0.4855
S1 -1.019 -1.265 2.233  1.0051
O3 -1.208 -2.667 2.338  -0.7002
O4 -1.395 -0.719 0.952  -0.5923
N1 0.432 -0.764 2.701  -0.3770
S2 1.628 -1.232 1.732  1.0634
O5 1.286 -2.057 0.597  -0.6473
O6 2.659 -1.834 2.537  -0.7967
C5 2.278 0.315 1.107  -0.3649
C6 1.138 1.255 0.664  0.5812
C7 1.100 1.499 -0.850  -1.0320
C8 1.257 0.188 -1.614  -0.5350
S3 0.898 0.440 -3.357  1.1941
O7 1.883 -0.177 -4.178  -0.6099
O8 0.720 1.817 -3.651  -0.6150
Cl1 -0.860 -0.552 -3.756  -0.2366
H1 -5.070 2.637 0.600  0.2939
H2 -5.738 1.445 -0.499  0.3800
H3 -3.981 1.481 -0.197  0.2288
H4 -5.916 0.898 2.054  0.2748
H5 -5.499 -0.329 0.884  0.3626
H6 -3.754 2.022 2.938  0.4684
H7 -2.641 1.749 1.537  0.2347
H8 -2.179 1.146 4.329  0.5180
H9 -1.038 1.166 3.018  -0.3343
H10 2.770 0.770 1.952  -0.2741
H11 2.977 0.110 0.309  0.5976
H12 0.167 0.871 0.950  -0.3543
H13 1.305 2.205 1.165  0.3089
H14 1.844 2.236 -1.142  0.3294
H15 0.131 1.912 -1.115  0.4460
H16 0.607 -0.568 -1.173  0.4810
H17 2.266 -0.202 -1.594  0.3150
C9 4.522 3.112 6.885  -1.4783
C10 3.601 2.336 5.977  0.4831
C11 4.153 2.074 4.596  -0.6180
O9 2.960 1.971 3.814  -0.1668
C12 2.005 2.718 4.426  0.5245
O10 0.964 3.012 3.944  -0.4994
O11 2.417 3.090 5.668  -0.3865
H18 4.024 3.341 7.827  0.3561
H19 5.426 2.541 7.097  0.3705
H20 4.801 4.063 6.431  0.3548
H21 3.289 1.406 6.459  0.2823
H22 4.731 1.154 4.535  0.3546
H23 4.752 2.903 4.209  0.3316
C13 -0.090 -3.257 -6.181  -1.3076
C14 -1.051 -4.160 -6.911  0.5658
C15 -0.616 -4.548 -8.303  -0.5185
O12 -1.871 -4.781 -8.958  -0.3257
C16 -2.799 -4.008 -8.334  0.6215
O13 -3.896 -3.814 -8.744  -0.5357
O14 -2.298 -3.492 -7.186  -0.3106
H24 -0.506 -2.944 -5.226  0.1963
H25 0.857 -3.765 -5.998  0.3826
H26 0.103 -2.349 -6.754  0.3677
H27 -1.272 -5.043 -6.306  0.2389
H28 0.001 -5.443 -8.324  0.3105
H29 -0.098 -3.740 -8.825  0.3201



Record 2
Density functional theory data (wB97M-V/def2-TZVPD) for C11H20N2 in the gas phase at a distorted geometry.

## Properties
ΔE to the lowest compared entry with this formula, charge and spin = 36.8 kcal per mole
calculated total energy = -540.49114 a.u.
orbital gap (spin up / spin down) = 7.57 / 7.57 eV
HOMO level (spin up / spin down) = -7.02 / -7.02 eV
LUMO (spin up / spin down) = 0.5 / 0.5 eV
multiplicity = 1
maximum force = 4.6 eV/A

Each line ends with the Mulliken charge.
CARTESIAN COORDINATES (ANGSTROEM)
C1 1.173 -2.040 -0.448  0.5238
C2 0.114 -1.305 -1.012  -1.0652
C3 0.288 0.579 0.154  1.2598
C4 0.146 1.453 1.361  -1.5920
C5 4.113 0.976 -0.347  -1.3799
C6 -2.293 -1.789 0.551  -1.5679
C7 -2.688 0.602 0.633  -1.7759
C8 -2.701 -0.418 -1.534  -1.6334
C9 1.668 0.813 -0.518  -1.8545
C10 2.832 0.458 0.345  0.3942
C11 -1.960 -0.448 -0.239  1.0005
N1 1.909 -2.788 0.074  -0.7126
N2 -0.496 -0.351 -0.284  0.5693
H1 -0.537 -1.908 -1.625  0.5347
H2 -0.403 0.995 2.224  0.3815
H3 -0.470 2.364 1.380  0.3349
H4 1.119 2.006 1.623  0.3020
H5 4.319 2.012 -0.030  0.2969
H6 3.905 1.021 -1.435  0.3635
H7 4.919 0.438 0.083  0.4026
H8 -1.797 -2.573 -0.031  0.4357
H9 -1.843 -1.836 1.543  0.4058
H10 -3.330 -1.768 0.693  0.5222
H11 -2.409 1.581 0.404  0.4382
H12 -2.346 0.358 1.729  0.2585
H13 -3.726 0.394 0.661  0.5275
H14 -2.700 0.567 -1.935  0.4175
H15 -2.265 -1.085 -2.197  0.4317
H16 -3.702 -0.675 -1.339  0.4776
H17 1.848 0.370 -1.514  0.3653
H18 1.637 1.866 -0.686  0.5764
H19 2.802 0.810 1.394  0.2559
H20 2.876 -0.679 0.324  0.1054



Record 3
Density functional theory data (wB97M-V/def2-TZVPD) for ClH12O6 as an isolated structure at a distorted geometry.

## Properties
ΔE to the lowest compared entry with this formula, charge and spin = 261.0 kcal per mole
calculated total energy = -918.54998 a.u.
orbital gap = 9.11 eV
HOMO level = -5.56 eV
LUMO = 3.6 eV
net charge = -1
multiplicity = 1
maximum force = 8.0 eV/A

Each line ends with the Mulliken charge.
CARTESIAN COORDINATES (ANGSTROEM)
Cl1 0.021 0.220 0.106  -1.2313
O1 -0.765 -0.580 -1.987  -0.6955
H1 0.096 -0.525 -2.401  0.3112
H2 -0.598 -0.397 -1.062  0.0474
O2 -2.058 1.155 -0.835  -0.7433
H3 -2.194 1.922 -0.278  0.2963
H4 -1.213 0.802 -0.555  0.7114
O3 0.779 -0.996 2.065  -0.7737
H5 0.488 -0.749 1.187  0.4429
H6 -0.004 -0.917 2.609  0.2618
O4 1.895 0.533 -1.206  -0.8001
H7 1.854 -0.178 -1.846  0.2599
H8 1.120 0.407 -0.659  0.6204
O5 0.172 -2.124 -0.328  -0.7236
H9 1.117 -2.272 -0.323  0.2717
H10 0.076 -1.180 -0.205  0.7641
O6 -0.549 1.800 1.706  -0.6289
H11 -0.310 1.933 2.624  0.2460
H12 0.073 1.146 1.388  0.3631



What is the formula in the third record?
ClH12O6



calculated total energy of number 3 (ClH12O6)?
-918.54998 a.u.



The lowest calculated total energy belongs to which entry?
C16H29ClNO14S3